No. 1
The following is a quantum chemistry calculation of 5 unconnected molecules or ions with the total composition CH11O4S in a non-equilibrium geometry, from the Open Molecules 2025 dataset.

Positions of all 17 atoms, in Å:
C1 1.619 -1.796 -1.446
S1 0.331 -0.496 -1.397
H1 2.660 -1.398 -1.368
H2 1.649 -2.542 -0.618
H3 1.399 -2.291 -2.387
H4 0.052 1.755 1.161
H5 0.279 0.260 1.005
O1 0.007 0.936 1.670
H6 0.829 -4.808 -3.248
H7 0.501 -3.574 -2.668
O2 0.841 -4.425 -2.356
H8 -0.117 2.704 4.223
H9 -0.346 1.763 3.169
O3 -0.846 2.128 3.948
H10 -2.618 3.269 -0.023
H11 -2.360 3.569 1.377
O4 -2.108 3.901 0.502

Output
gap between HOMO and LUMO: 0.2263 hartree
energy above the lowest of the compared OMol25 structures with the same formula, charge and spin: 1.558 eV
lowest unoccupied orbital energy: 0.12365 Eh
largest force on an atom: 1.8 eV/A
total charge: -1

---

No. 2
The following is a quantum chemistry calculation of a gas-phase ion, C4H8N3O (charge +1) in a non-equilibrium geometry, from the Open Molecules 2025 dataset.

Positions of all 16 atoms, in Å:
C1 2.302 -0.054 0.157
C2 -0.937 -1.069 -0.850
C3 0.160 -0.939 0.181
C4 -0.518 0.334 -0.376
N1 2.985 0.852 0.330
N2 1.575 -1.103 -0.179
N3 -1.506 1.087 0.605
O1 0.199 1.291 -0.985
H1 -0.565 -1.245 -1.782
H2 -1.916 -1.333 -0.380
H3 0.028 -1.297 1.130
H4 1.888 -1.941 0.280
H5 -2.309 0.486 0.772
H6 -1.489 2.041 0.347
H7 -1.005 1.338 1.482
H8 1.108 1.552 -0.733

Output
gap between HOMO and LUMO: 0.3839 hartree
structure (SMILES): N#CN[C@@H]1C[C@]1([NH3+])O
energy above the lowest of the compared OMol25 structures with the same formula, charge and spin: 4.753 eV
lowest unoccupied orbital energy: -0.14152 Eh
largest force on an atom: 4.1 eV/A
total charge: +1

---

No. 3
The following is a quantum chemistry calculation of 2 unconnected molecules or ions with the total composition C4H12 in a non-equilibrium geometry, from the Open Molecules 2025 dataset.

Positions of all 16 atoms, in Å:
C1 -2.125 -0.670 -0.453
C2 -2.343 0.204 0.765
H1 -1.214 -0.433 -1.004
H2 -2.072 -1.668 -0.025
H3 -2.907 -0.691 -1.214
H4 -2.137 -0.347 1.675
H5 -1.665 1.068 0.741
H6 -3.297 0.734 0.769
C3 2.367 -0.355 0.372
C4 2.046 0.806 -0.590
H7 2.306 0.070 1.370
H8 1.653 -1.160 0.170
H9 3.303 -0.876 0.183
H10 2.938 1.437 -0.685
H11 1.970 0.443 -1.624
H12 1.175 1.438 -0.451

Output
gap between HOMO and LUMO: 0.4683 hartree
structure (SMILES): CC.CC
energy above the lowest of the compared OMol25 structures with the same formula, charge and spin: 0.514 eV
lowest unoccupied orbital energy: 0.04185 Eh
largest force on an atom: 2.3 eV/A

---

No. 4
The following is a quantum chemistry calculation of a single C5H8N2O3 molecule in a non-equilibrium geometry, from the Open Molecules 2025 dataset.

Positions of all 18 atoms, in Å:
C1 -0.957 0.129 -0.516
C2 1.118 2.839 0.453
C3 0.163 -2.116 -0.011
C4 -1.031 -1.193 0.175
C5 0.252 2.123 -0.673
N1 1.021 2.414 1.808
N2 2.063 1.984 1.353
O1 3.089 1.384 1.357
O2 -1.762 0.373 -1.404
O3 0.000 0.878 -0.045
H1 1.490 3.848 0.138
H2 0.258 -2.323 -1.126
H3 1.028 -1.557 0.257
H4 0.137 -3.144 0.469
H5 -0.960 -1.026 1.330
H6 -1.960 -1.782 -0.066
H7 0.875 2.138 -1.486
H8 -0.556 2.733 -0.863

Output
gap between HOMO and LUMO: 0.3829 hartree
structure (SMILES): CCC(=O)OC[C@H]1N=[N+]1[O-]
energy above the lowest of the compared OMol25 structures with the same formula, charge and spin: 5.717 eV
lowest unoccupied orbital energy: 0.02789 Eh
largest force on an atom: 5.5 eV/A

---

No. 5
The following is a quantum chemistry calculation of a single C5H9N molecule, from the Open Molecules 2025 dataset.

Positions of all 15 atoms, in Å:
C1 0.542 -1.723 -0.003
C2 1.545 -0.907 0.771
C3 0.178 -0.363 0.495
N1 0.063 0.682 -0.488
C4 -0.700 1.851 -0.096
C5 -1.259 0.870 -1.056
H1 0.696 -1.826 -1.072
H2 0.092 -2.585 0.482
H3 1.794 -1.211 1.784
H4 2.359 -0.462 0.209
H5 -0.524 -0.310 1.333
H6 -1.127 1.865 0.907
H7 -0.322 2.811 -0.439
H8 -1.282 1.091 -2.120
H9 -2.058 0.216 -0.706

Output
gap between HOMO and LUMO: 0.3850 hartree
structure (SMILES): C1CC1N1CC1
energy above the lowest of the compared OMol25 structures with the same formula, charge and spin: 2.147 eV
lowest unoccupied orbital energy: 0.04878 Eh
largest force on an atom: 0.3 eV/A

---

No. 6
The following is a quantum chemistry calculation of a molecular structure, C8H7NO in a non-equilibrium geometry, from the Open Molecules 2025 dataset.

Positions of all 17 atoms, in Å:
C1 0.643 2.980 0.253
C2 -0.224 -2.215 0.569
C3 -1.151 -1.318 0.199
C4 1.094 3.007 -0.968
C5 0.323 1.676 -0.367
C6 0.551 0.291 -0.102
C7 1.211 -1.878 0.073
C8 -1.104 1.261 -0.638
N1 -0.697 -0.112 -0.321
O1 1.554 -0.513 0.200
H1 0.273 3.371 1.141
H2 -0.364 -3.250 1.090
H3 -2.126 -1.578 0.481
H4 1.952 -2.489 0.795
H5 1.229 -2.271 -0.983
H6 -1.735 1.628 0.184
H7 -1.429 1.411 -1.604

Output
gap between HOMO and LUMO (alpha / beta): 0.3033 / 0.3033 hartree
energy above the lowest of the compared OMol25 structures with the same formula, charge and spin: 6.298 eV
lowest unoccupied orbital energy (alpha / beta): 0.01567 / 0.01567 Eh
largest force on an atom: 4.3 eV/A